DFT (wB97M-V/def2-TZVPD) results for a structure of composition C5H13N2O at a distorted geometry.

## Properties
LUMO energy: 4.1 eV
Total charge: -1
E_HOMO: -2.98 eV

Each line ends with the Mulliken charge.
Atoms and positions in Å:
C 2.33663 2.34581 -0.58415  -0.935
N -0.70999 -2.38044 -0.72276  -0.913
C -0.85651 -1.24315 -0.00320  0.144
C -1.70106 -0.13860 -0.54797  -0.765
C -0.94488 1.23063 -0.62394  -0.376
O -0.70959 1.78761 0.62279  -0.900
C 0.18144 -0.94854 1.14795  -0.160
N 1.54059 -1.44620 0.76303  -0.770
H 2.95181 2.82693 0.17919  0.323
H 1.32703 2.63170 -0.23385  0.265
H 2.43825 2.70099 -1.60680  0.245
H 2.28072 1.26933 -0.45405  0.118
H -0.07771 -1.49972 -1.15937  0.349
H -2.20854 -0.40308 -1.46125  0.378
H -2.56599 0.03790 0.10358  0.352
H -1.64634 1.93725 -1.09008  0.267
H 0.05949 1.01415 -1.04881  0.165
H -0.03362 -1.40990 2.10789  0.368
H 0.02915 0.13132 1.28090  0.300
H 1.24820 -2.18179 0.09931  0.304
H 1.91728 -2.03466 1.50056  0.243

---

DFT (wB97M-V/def2-TZVPD) results for a structure of composition C6H11AgClF6N5O12S6 at a distorted geometry.

## Properties
LUMO energy: 3.1 eV
Total charge: -2
E_HOMO: -3.12 eV

Each line ends with the Mulliken charge.
Atoms and positions in Å:
Ag 2.19965 1.03976 -0.10109  0.812
C -5.22853 -1.10691 -0.87193  -1.064
C -5.32202 -0.16857 0.38771  -0.538
N -4.21456 -0.39484 1.28413  0.276
C -4.26600 -0.83591 2.55318  -0.392
C -2.94726 -0.51889 3.15973  -0.336
N -2.12296 -0.13939 2.09595  0.363
C -2.89177 -0.10008 0.96542  -0.742
C -0.68063 0.14606 2.13971  -0.640
H -5.29331 -2.13881 -0.52685  0.300
H -4.28811 -1.04462 -1.41948  0.339
H -6.12415 -0.89848 -1.45719  0.411
H -6.25728 -0.21704 0.94543  0.379
H -5.27878 0.86095 0.03229  0.318
H -5.19622 -1.15097 3.00242  0.403
H -2.63191 -0.61126 4.18853  0.427
H -2.40364 0.11967 0.02742  0.695
H -0.33557 0.66067 1.24294  -0.041
H -0.09820 -0.77351 2.19677  0.334
H -0.48326 0.62501 3.09875  0.381
Cl 0.40776 3.25732 0.69576  -0.768
N 2.79423 1.89538 -2.06059  0.137
S 3.87984 0.94526 -2.99182  1.101
O 5.27488 1.02518 -2.60942  -0.588
O 3.61836 0.84295 -4.39492  -0.629
F 3.40948 -0.48874 -2.51656  -0.220
S 2.53601 2.89323 -3.09321  0.801
O 1.40082 2.74887 -3.96873  -0.634
O 3.68215 3.58885 -3.62292  -0.659
F 1.96029 4.03116 -2.11305  -0.325
N -1.57829 -1.53700 -2.00015  -0.116
S -0.17911 -1.20468 -1.97175  0.608
O 0.69175 -2.23037 -2.58137  -0.596
O 0.24622 -0.30237 -0.87306  -0.069
F -0.31640 -0.12683 -3.12273  -0.298
S -1.44489 -2.72470 -0.81758  0.953
O -0.96100 -2.36138 0.46953  -0.528
O -1.16166 -4.09605 -1.32675  -0.599
F -3.00143 -2.92662 -0.51766  -0.281
N 3.85975 0.36976 1.31206  0.092
S 4.08846 0.89132 2.65570  0.957
O 4.90383 2.09759 2.77999  -0.601
O 4.14830 -0.19582 3.65004  -0.640
F 2.57926 1.38960 2.89605  -0.259
S 5.47547 -0.09326 1.07170  0.859
O 6.03187 -1.28788 1.79095  -0.596
O 6.35462 0.99274 0.67068  -0.548
F 5.16396 -0.74633 -0.35403  -0.240

---

DFT (wB97M-V/def2-TZVPD) results for an isolated molecule of C7H11NO at a distorted geometry.

## Properties
LUMO energy: 0.6 eV
Total charge: 0
E_HOMO: -6.43 eV
SMILES string: CC1=C(C)[C@@]2(C)N[C@@]12O

Each line ends with the Mulliken charge.
Atoms and positions in Å:
C 1.21533 -1.09905 -1.99042  -1.431
C 0.44421 -0.37310 -0.93552  0.147
C 0.75465 0.31238 0.18030  0.593
C 2.02279 0.42362 0.96500  -1.339
C -0.56032 0.95470 0.52710  -0.065
C -1.29526 0.60615 1.78382  -1.294
N -1.40557 1.18570 -0.75079  -0.521
C -1.04013 -0.13543 -0.83079  0.758
O -1.89209 -1.18193 -0.62832  -0.470
H 1.15854 -2.18283 -1.84989  0.275
H 2.27593 -0.84073 -1.93180  0.357
H 0.86300 -0.85971 -2.99891  0.340
H 2.01108 -0.26997 1.81230  0.288
H 2.16547 1.43513 1.35331  0.349
H 2.89278 0.15372 0.36170  0.360
H -1.84586 -0.35205 1.74793  0.335
H -0.57961 0.52218 2.60654  0.351
H -2.01172 1.38751 2.05515  0.274
H -2.38813 1.30987 -0.51597  0.320
H -2.78510 -0.99615 -0.96072  0.373

---

Copy entry 3 word for word.
DFT (wB97M-V/def2-TZVPD) results for an isolated molecule of C7H11NO at a distorted geometry.

## Properties
LUMO energy: 0.6 eV
Total charge: 0
E_HOMO: -6.43 eV
SMILES string: CC1=C(C)[C@@]2(C)N[C@@]12O

Each line ends with the Mulliken charge.
Atoms and positions in Å:
C 1.21533 -1.09905 -1.99042  -1.431
C 0.44421 -0.37310 -0.93552  0.147
C 0.75465 0.31238 0.18030  0.593
C 2.02279 0.42362 0.96500  -1.339
C -0.56032 0.95470 0.52710  -0.065
C -1.29526 0.60615 1.78382  -1.294
N -1.40557 1.18570 -0.75079  -0.521
C -1.04013 -0.13543 -0.83079  0.758
O -1.89209 -1.18193 -0.62832  -0.470
H 1.15854 -2.18283 -1.84989  0.275
H 2.27593 -0.84073 -1.93180  0.357
H 0.86300 -0.85971 -2.99891  0.340
H 2.01108 -0.26997 1.81230  0.288
H 2.16547 1.43513 1.35331  0.349
H 2.89278 0.15372 0.36170  0.360
H -1.84586 -0.35205 1.74793  0.335
H -0.57961 0.52218 2.60654  0.351
H -2.01172 1.38751 2.05515  0.274
H -2.38813 1.30987 -0.51597  0.320
H -2.78510 -0.99615 -0.96072  0.373